No. 1
{
  "formula": "C10H16FeO10",
  "method": "wB97M-V/def2-TZVPD",
  "multiplicity": 5,
  "homo_energy_ev": [1.35, 1.40],
  "molar_mass_g_mol": 352.1,
  "s2": 6.03,
  "charge": -2,
  "total_energy_ha": -2406.61300,
  "gap_ev": [3.06, 3.00],
  "largest_force_ev_per_a": 10.441,
  "symbols": ["H", "O", "H", "O", "H", "O", "C", "C", "C", "H", "C", "H", "C", "H", "Fe", "H", "H", "H", "H", "H", "O", "C", "C", "O", "H", "O", "H", "H", "C", "H", "H", "O", "O", "C", "C", "O", "O"],
  "positions_angstrom": [[-15.6395, 6.2046, -9.9010], [-15.2579, 4.6228, -15.8000], [-16.9421, 3.8282, -16.7597], [-17.7804, 5.0322, -11.5947], [-18.6930, 3.2979, -9.7802], [-12.8947, 3.3039, -11.6026], [-12.3553, 2.2137, -11.1921], [-15.2096, 0.4188, -13.7312], [-13.2418, 5.4272, -14.8891], [-19.8186, 4.6025, -10.1621], [-19.4006, 3.6649, -10.5235], [-14.9080, 6.1622, -11.5512], [-16.5487, 4.9114, -11.1480], [-17.5981, 5.8931, -15.5013], [-14.7281, 2.4945, -12.1125], [-16.4223, 7.0639, -11.3160], [-12.9980, 5.8074, -13.8956], [-18.0188, 3.0851, -12.2085], [-18.5616, 4.5261, -15.0232], [-13.3800, 6.3631, -15.4328], [-14.1845, 1.1828, -13.8623], [-16.5267, 3.9693, -15.7642], [-15.8308, 6.2170, -10.9757], [-13.3523, 1.3773, -11.0365], [-16.3968, 3.0571, -15.1813], [-16.0451, 1.0812, -13.0119], [-12.4353, 4.8494, -15.3330], [-19.2685, 4.1506, -12.6830], [-14.5140, 4.6606, -14.6714], [-17.2855, 5.0999, -14.0187], [-20.1371, 2.9045, -10.7879], [-14.6394, -0.6618, -13.3406], [-14.7569, 4.0755, -13.6442], [-18.6306, 3.9075, -11.8327], [-17.5343, 4.8961, -15.0619], [-15.9481, 3.8480, -11.0384], [-11.4088, 1.5779, -11.7529]],
  "atomic_forces_ev_per_a": [[0.41, 0.68, -0.08], [-0.06, 0.41, -0.55], [0.84, -0.31, -0.26], [-0.98, 1.22, -0.40], [-0.15, -0.20, 0.02], [1.34, 5.08, 0.56], [-2.61, -5.35, -6.53], [7.85, 0.11, 6.88], [-0.24, 1.30, 0.87], [-0.33, -0.08, -0.13], [0.74, -0.50, -1.25], [0.14, -0.16, 0.26], [2.00, -1.69, -1.09], [0.18, -0.04, -0.47], [1.60, -2.49, -0.96], [-0.09, 0.02, 0.29], [0.63, -0.60, 0.09], [0.04, -0.39, 0.53], [0.11, -0.39, -0.30], [-0.30, -0.30, -0.62], [2.06, 5.43, -4.92], [-0.90, 0.59, 1.61], [-0.43, -0.41, 0.27], [-2.54, -1.36, 3.84], [-0.19, -0.36, -0.25], [-6.13, 0.66, 0.61], [-0.13, -0.22, 0.22], [-0.17, 0.46, 0.27], [0.56, -1.14, -0.10], [0.30, -0.30, -0.03], [-0.26, 0.07, 0.62], [-4.51, -4.86, -1.81], [-0.79, 1.14, -0.93], [0.42, -0.28, 0.42], [-0.14, 0.42, 0.69], [-1.56, 1.27, 0.49], [3.28, 2.57, 2.16]]
}

No. 2
{
  "formula": "C60H56BN14O22",
  "method": "wB97M-V/def2-TZVPD",
  "homo_energy_ev": -8.39,
  "molar_mass_g_mol": 1336.0,
  "charge": -1,
  "total_energy_ha": -4766.38102,
  "gap_ev": 8.80,
  "largest_force_ev_per_a": 1.775,
  "symbols": ["N", "N", "C", "C", "C", "H", "O", "O", "C", "C", "N", "H", "C", "H", "H", "H", "H", "O", "C", "H", "C", "B", "C", "C", "H", "H", "H", "H", "O", "C", "H", "C", "C", "O", "N", "N", "C", "C", "H", "H", "C", "H", "C", "C", "O", "N", "O", "H", "C", "O", "O", "H", "O", "H", "H", "H", "N", "C", "C", "C", "C", "H", "C", "N", "O", "C", "H", "C", "H", "H", "H", "C", "C", "C", "C", "H", "H", "H", "C", "C", "C", "H", "O", "C", "H", "O", "H", "H", "C", "H", "C", "H", "C", "H", "C", "C", "C", "C", "H", "H", "H", "H", "H", "H", "N", "N", "C", "O", "H", "C", "H", "H", "O", "C", "H", "H", "C", "C", "O", "H", "O", "C", "C", "C", "N", "C", "C", "N", "H", "C", "O", "C", "C", "C", "H", "N", "H", "C", "O", "O", "H", "H", "H", "C", "O", "H", "C", "N", "H", "C", "O", "H", "C"],
  "positions_angstrom": [[16.8087, -6.3006, 3.2406], [15.0020, -4.6672, 7.8124], [15.6712, -13.8673, 9.1634], [17.1013, -6.4300, 5.8294], [13.6509, -13.6635, 10.4616], [20.7740, -10.3001, 6.2516], [19.9162, -7.1196, 9.7976], [21.4890, -7.6007, 11.1679], [11.9280, -5.3588, 4.5162], [12.4760, -7.4728, 11.9816], [10.7846, -14.0439, 7.5976], [17.0576, -5.4164, 6.2315], [12.8381, -6.8278, 6.2430], [13.0757, -13.1423, 11.2145], [15.6171, -9.2846, 3.4338], [12.3215, -13.4231, 4.9046], [16.5301, -10.8428, 3.5913], [17.6725, -10.4832, 9.9724], [20.8694, -8.9398, 7.9245], [13.5525, -13.6821, 6.1638], [12.6100, -13.1931, 5.9261], [16.7511, -9.6632, 9.1337], [16.5815, -9.6544, 6.8582], [21.5176, -8.6362, 9.1091], [16.3343, -7.0236, 6.3065], [18.1026, -12.1128, 13.8852], [19.9519, -11.3120, 9.1485], [20.5197, -11.5037, 11.9096], [15.5251, -10.3429, 8.7868], [14.0497, -15.6416, 9.1556], [19.5383, -10.0379, 2.2244], [16.2108, -9.3127, 17.1366], [18.5494, -12.9978, 13.4517], [11.4020, -5.2825, 8.0000], [15.5119, -11.0259, 15.5083], [23.6446, -8.8645, 14.0315], [20.4479, -5.1375, 14.1213], [16.6077, -8.0296, 17.4442], [15.9267, -9.9761, 17.9435], [11.3668, -7.8110, 8.8223], [21.3470, -9.9196, 7.0877], [12.4942, -5.8556, 2.5319], [14.5099, -11.0592, 3.1925], [21.9022, -10.2782, 12.9450], [11.3423, -14.9042, 11.2816], [19.9253, -7.0175, 1.5410], [15.7813, -11.5094, 14.4187], [17.1446, -6.1172, 16.7186], [18.2463, -13.3829, 12.1586], [12.7936, -6.9995, 14.2188], [11.5365, -16.4365, 9.7977], [16.8160, -6.7193, 14.3611], [14.4094, -10.7740, 6.8791], [12.6688, -12.1244, 6.1082], [22.3687, -13.0988, 11.0510], [15.9206, -4.2476, 10.8113], [20.9230, -7.7319, 10.1037], [15.2556, -15.1081, 8.7027], [23.2313, -9.9825, 13.1936], [12.6788, -9.1405, 9.7924], [12.5901, -6.1247, 3.5763], [12.9598, -7.0443, 7.2951], [15.3255, -10.2991, 7.4885], [18.7263, -12.6912, 6.4502], [16.6596, -9.3432, 5.6994], [23.8867, -11.9072, 11.9086], [15.8382, -15.7042, 8.0140], [19.8682, -15.1363, 12.3331], [12.6441, -9.8349, 8.9631], [21.1497, -9.6741, 13.4361], [16.8960, -5.6291, 10.2300], [22.5515, -12.1866, 11.6014], [13.3799, -9.4180, 10.9653], [16.6735, -7.4943, 15.1000], [23.2011, -10.2442, 8.5660], [11.3958, -4.4545, 4.2641], [18.6368, -14.7835, 10.5875], [15.2054, -5.7098, 10.8034], [24.2303, -10.8036, 12.6735], [17.2162, -8.4925, 11.0670], [13.3977, -7.6407, 5.2722], [24.5909, -12.6394, 11.5340], [16.5131, -8.4450, 9.9569], [13.2181, -14.9039, 9.9901], [13.8637, -10.3764, 11.1095], [17.3111, -7.5989, 11.8586], [20.9040, -12.6893, 8.6299], [18.1327, -6.7326, 6.0134], [15.7514, -10.2950, 3.0634], [19.6832, -6.9584, 13.4187], [16.8797, -7.1212, 16.4141], [19.3799, -12.8898, 9.5401], [18.8913, -14.4720, 11.5927], [13.8439, -7.8445, 3.2035], [16.0644, -9.7057, 15.8129], [13.3486, -7.2277, 3.9397], [14.8452, -13.1465, 10.0083], [15.9232, -5.1526, 10.1950], [22.9807, -11.3541, 6.7769], [18.4290, -9.1422, 3.3202], [18.6144, -5.5285, 13.4091], [25.2573, -10.6193, 12.9581], [19.9154, -8.4872, 7.6779], [17.4921, -12.8106, 11.6352], [21.1197, -4.5762, 14.8643], [11.4902, -4.8524, 6.8647], [21.5618, -11.3593, 12.1559], [14.8298, -11.5873, 16.3317], [13.7716, -16.6216, 8.7952], [22.5412, -10.5699, 7.3774], [23.0448, -9.1187, 10.4502], [24.1096, -10.7363, 8.8900], [19.4663, -12.0573, 15.8672], [20.2329, -14.6828, 13.5925], [16.7621, -7.7057, 18.4638], [13.9823, -8.5318, 5.4637], [22.6729, -9.3227, 9.4536], [11.5704, -13.6860, 6.8401], [17.3554, -9.2800, 7.8447], [20.4387, -15.9469, 11.9002], [11.6961, -5.5751, 13.0556], [11.8379, -7.1292, 10.8144], [13.3077, -8.5948, 12.0810], [19.6179, -5.8988, 13.1870], [12.3076, -6.6176, 13.1624], [18.7854, -9.2524, 2.3001], [16.9386, -6.3755, 4.3793], [11.9378, -15.4538, 10.3789], [15.1955, -12.1765, 10.3310], [11.9348, -7.9849, 9.7267], [11.0247, -3.7798, 6.5407], [16.3176, -8.8173, 14.8016], [15.3982, -4.8762, 8.8702], [12.1244, -5.7030, 5.8566], [16.6298, -13.4884, 8.8289], [20.1098, -12.9617, 15.3846], [21.0805, -15.2104, 14.0074], [17.9867, -9.8120, 11.0716], [18.7362, -10.1612, 11.9315], [24.7620, -8.8347, 14.4971], [11.2753, -6.2054, 10.8092], [16.0949, -10.2652, 2.0312], [13.8934, -8.8430, 12.9525], [19.4316, -8.0044, 1.8545], [21.1482, -13.4147, 15.8255], [18.0220, -9.5008, 1.5691], [19.8846, -12.3249, 8.7588], [13.5209, -11.6339, 3.2887], [16.2869, -9.0823, 13.7542], [19.2065, -12.5000, 7.4748], [22.8129, -7.9974, 14.2055], [19.8599, -5.6876, 12.1498], [19.6256, -13.5506, 14.1273]],
  "atomic_forces_ev_per_a": [[-0.02, -0.19, -0.02], [-0.03, -0.02, 0.07], [-0.07, -0.40, -0.60], [0.66, 0.99, -0.25], [-0.61, -0.34, 0.19], [-0.14, 0.48, -0.12], [-0.21, -0.24, -0.23], [0.12, -0.23, 0.01], [0.81, -0.07, 0.84], [0.91, -0.37, 0.27], [-0.04, 0.00, -0.03], [-0.31, 0.03, -0.13], [-0.13, -0.09, 0.41], [-0.20, 0.07, -0.21], [0.21, -0.02, 0.18], [0.10, 0.22, -0.07], [-0.02, 0.33, 0.38], [-0.22, 0.06, -0.28], [-1.21, 0.59, 0.03], [0.07, 0.13, 0.00], [-0.72, -0.30, 0.48], [0.40, 0.59, 0.56], [-1.34, 1.10, -0.38], [0.29, -0.97, -0.24], [0.15, -0.18, 0.01], [-0.23, -0.11, -0.06], [-0.23, 0.19, -0.51], [-0.05, -0.17, 0.24], [-0.42, -0.09, 0.53], [-0.10, 0.03, -0.57], [-0.05, -0.08, 0.28], [-0.60, -0.28, 0.66], [0.76, 1.28, 0.49], [0.30, -0.32, 0.10], [0.41, -0.49, -0.51], [-0.76, 0.73, 0.18], [0.62, -0.27, -0.22], [0.63, 0.23, -0.59], [0.11, -0.19, -0.17], [0.01, 0.36, 0.08], [0.66, -0.94, -0.43], [0.10, -0.01, -0.01], [0.01, 0.27, -0.18], [-0.07, 0.67, 0.63], [-0.05, 0.26, 0.17], [0.10, -0.08, -0.09], [0.00, 0.27, -0.14], [0.13, 0.09, -0.37], [-0.32, -0.29, 0.24], [-0.03, -0.10, -0.48], [0.10, -0.27, -0.20], [-0.02, -0.45, -0.47], [-0.01, 0.47, 0.28], [0.32, 0.03, -0.37], [-0.48, 0.14, -0.16], [0.50, 0.34, -0.51], [0.08, 0.60, -0.13], [-0.39, -0.19, 0.55], [0.71, -1.44, -0.75], [0.06, -0.13, 0.58], [-0.09, 0.04, -0.61], [-0.08, 0.02, 0.00], [0.36, -1.20, -0.78], [-0.15, 0.05, -0.10], [0.58, -0.53, 0.22], [-0.68, -0.37, -0.37], [0.19, 0.10, 0.04], [-0.17, 0.42, -0.21], [0.26, -0.06, 0.03], [-0.13, 0.03, -0.28], [-0.03, -0.07, -0.23], [0.39, 0.78, 1.12], [-0.23, -0.51, 0.44], [0.31, -0.07, 0.52], [0.13, -0.05, 0.27], [-0.16, -0.11, -0.03], [0.04, -0.10, 0.00], [0.07, -0.67, -0.54], [0.21, -0.07, 0.35], [0.13, 0.82, -0.57], [0.56, 0.59, -0.83], [0.48, 0.37, 0.15], [-0.24, -0.41, -0.44], [1.56, 0.36, -0.40], [0.34, 0.11, -0.33], [-0.06, -0.22, 0.46], [0.00, -0.11, 0.15], [-0.23, -0.57, 0.28], [0.02, -0.67, -0.28], [-0.03, -0.02, -0.18], [-0.70, -0.35, 0.76], [0.01, -0.18, -0.11], [0.01, 0.04, 0.18], [-0.01, 0.18, -0.20], [-0.13, 0.54, 0.61], [-0.58, -0.40, 0.45], [0.62, 0.19, 0.26], [-0.76, 0.51, 1.28], [-0.28, 0.04, -0.30], [-0.24, -0.09, -0.07], [-0.19, -0.38, -0.37], [0.00, 0.09, -0.12], [0.07, 0.13, 0.18], [-0.04, -0.17, -0.15], [-0.15, 0.12, 0.02], [-0.47, 0.02, 0.74], [0.14, -0.56, -0.97], [-0.09, 0.18, 0.45], [-0.32, 0.05, 0.12], [0.50, 0.39, 1.05], [0.46, -0.20, -0.18], [0.00, -0.18, -0.29], [0.01, 0.09, 0.18], [0.73, -0.12, -0.40], [-0.15, -0.20, 0.09], [-0.16, -0.01, 0.51], [-0.55, 0.56, 0.29], [0.27, -0.13, 0.06], [0.89, -0.15, 0.10], [-0.19, -0.15, 0.01], [-0.12, 0.03, -0.33], [-0.19, 0.24, 0.08], [-0.35, 0.15, -0.74], [-0.37, 0.69, 0.73], [0.27, 0.13, 0.86], [0.90, 0.41, -0.73], [-0.33, 0.05, 0.11], [-0.51, -0.16, 0.41], [-0.18, 0.01, 0.17], [-0.42, 0.10, -0.42], [0.21, 0.09, -0.53], [0.40, 0.99, -1.00], [0.18, -0.15, -0.07], [-0.20, 0.06, -0.82], [-0.07, 0.26, 0.03], [0.01, -0.31, -0.40], [-0.10, 0.37, 0.63], [-0.24, -0.09, 0.13], [0.30, -0.20, 0.17], [0.39, -0.36, -0.11], [-0.13, -0.12, -0.23], [-0.44, 0.04, -0.17], [-0.31, 0.16, 0.25], [-0.26, -0.10, 0.35], [-0.06, 0.12, 0.19], [-0.30, 0.06, 0.27], [0.26, -0.30, 0.24], [0.06, -0.03, -0.04], [-0.28, -0.27, 0.09], [0.11, 0.39, 0.44], [-0.17, 0.05, 0.07], [0.10, -0.12, 0.05], [-0.50, -1.10, -0.67]]
}

No. 3
{
  "formula": "H5NO",
  "method": "wB97M-V/def2-TZVPD",
  "homo_energy_ev": -9.85,
  "molar_mass_g_mol": 35.0,
  "total_energy_ha": -132.97728,
  "gap_ev": 10.63,
  "smiles": "N.O",
  "largest_force_ev_per_a": 2.382,
  "symbols": ["O", "H", "H", "H", "H", "H", "N"],
  "positions_angstrom": [[1.5010, -0.0161, -0.3079], [-1.3727, 0.9273, -0.0729], [1.8183, -0.8300, 0.0978], [1.7437, 0.7426, 0.2729], [-2.0289, -0.4495, 0.2433], [-0.3980, -0.3098, 0.0918], [-1.2634, -0.0647, -0.3249]],
  "atomic_forces_ev_per_a": [[0.48, 0.87, 0.46], [0.25, -0.22, -0.53], [0.22, 0.26, 0.15], [-0.07, -1.12, -0.53], [0.45, -0.34, -0.33], [0.77, -0.47, 0.27], [-2.09, 1.03, 0.50]]
}